Entry 1:
A structure of composition C20H31DyO2 at a distorted geometry, computed with ωB97M-V/def2-TZVPD.

Last column: Löwdin charge in e.
Cartesian coordinates (Å):
O 0.42 2.03 -0.87  -0.135
C 1.37 2.82 -1.64  -0.136
C 0.20 3.62 -2.24  -0.068
H 1.93 2.19 -2.34  0.111
H 2.02 3.39 -0.98  0.109
C -0.73 2.82 -1.27  -0.544
H 0.00 3.38 -3.29  0.109
H 0.27 4.71 -2.09  0.115
C -1.84 1.98 -1.90  -0.025
H -1.54 1.47 -2.81  0.071
H -2.67 2.64 -2.16  0.093
H -2.26 1.22 -1.23  0.069
C -1.24 3.55 -0.04  -0.011
H -0.40 4.00 0.52  0.096
H -1.76 2.87 0.65  0.085
H -1.94 4.34 -0.33  0.088
Dy 0.17 -1.31 0.94  1.561
C 0.95 0.79 3.89  -0.200
C 1.70 -0.25 3.28  -0.258
C 2.28 0.30 2.09  -0.273
H 1.90 -1.23 3.70  0.075
C 1.89 1.67 1.98  -0.172
C 1.05 1.96 3.09  -0.170
H 0.65 2.95 3.35  0.081
H 0.44 0.74 4.85  0.089
H 3.07 -0.19 1.49  0.077
H 2.29 2.41 1.29  0.067
C -1.23 -1.38 3.07  -0.220
C -1.78 -0.17 2.52  -0.163
C -2.42 -0.51 1.29  -0.192
H -1.76 0.81 2.98  0.103
C -2.30 -1.93 1.10  -0.249
C -1.57 -2.47 2.21  -0.257
H -1.33 -3.52 2.35  0.106
H -0.71 -1.48 4.02  0.102
H -3.05 0.16 0.71  0.090
H -2.78 -2.50 0.31  0.097
O 0.07 -1.91 -1.11  -0.372
C -0.78 -1.39 -2.26  -0.103
C -0.10 -1.83 -3.56  -0.143
H -0.80 -0.30 -2.18  0.081
H -1.78 -1.80 -2.12  0.124
C 1.01 -2.85 -3.20  -0.145
H 0.40 -0.93 -3.98  0.121
H -0.79 -2.24 -4.33  0.126
C 1.02 -2.96 -1.68  -0.120
H 1.95 -2.46 -3.60  0.113
H 0.83 -3.84 -3.63  0.119
H 2.00 -2.82 -1.22  0.108
H 0.58 -3.94 -1.38  0.131
C 1.59 -2.97 1.41  -0.327
H 1.82 -3.01 2.50  -0.008
H 2.52 -2.71 0.85  -0.012
H 1.19 -3.92 1.02  -0.015

As for the HOMO energy (spin up / spin down): -6.3 / -6.3 eV. As for the spin multiplicity: 6. The value obtained for the orbital gap (spin up / spin down) is 0.232 / 0.232 Eh. The calculation puts the maximum force at 4.53 eV/Å. Its energy above the lowest of the compared OMol25 structures with the same formula, charge and spin is 45.4 kcal per mole.



Entry 2:
A structure of composition C20H31MgN13O4PS, computed with ωB97M-V/def2-TZVPD.

Last column: Löwdin charge in e.
Cartesian coordinates (Å):
Mg 0.17 -1.94 0.22  0.628
N -1.98 -3.25 2.48  0.142
C -0.87 -2.61 2.98  -0.482
N -0.68 -2.37 4.27  0.031
N 0.50 -1.72 4.32  -0.086
N 0.98 -1.56 3.13  -0.075
N 0.13 -2.13 2.24  -0.047
C -2.30 -3.38 1.14  -0.497
N -3.49 -3.78 0.73  0.027
N -3.40 -3.74 -0.62  -0.090
N -2.24 -3.32 -0.99  -0.080
N -1.49 -3.08 0.12  -0.065
H -2.68 -3.55 3.14  0.138
O -0.11 -0.08 -0.29  -0.317
P -0.69 1.19 0.26  0.574
N -0.28 1.57 1.80  -0.175
C 1.14 1.70 2.19  -0.180
C 1.13 1.78 3.72  -0.160
C -0.35 1.93 4.11  -0.159
C -1.07 1.20 2.98  -0.180
N -0.12 2.44 -0.63  -0.177
C -0.12 3.85 -0.24  -0.185
C 0.69 4.55 -1.34  -0.165
C 1.50 3.42 -1.99  -0.167
C 0.51 2.26 -1.95  -0.176
N -2.33 1.12 0.22  -0.184
C -3.11 -0.13 0.30  -0.178
C -4.54 0.36 0.13  -0.157
C -4.53 1.72 0.82  -0.170
C -3.18 2.31 0.40  -0.204
H 1.57 2.59 1.72  0.097
H 1.71 0.83 1.86  0.094
H 1.74 2.61 4.08  0.104
H 1.52 0.85 4.14  0.084
H -0.64 2.98 4.12  0.107
H -0.56 1.49 5.08  0.112
H -2.11 1.52 2.87  0.104
H -1.06 0.12 3.17  0.089
H 0.33 3.96 0.75  0.096
H -1.13 4.26 -0.18  0.099
H 1.32 5.35 -0.94  0.107
H 0.02 4.99 -2.07  0.109
H 2.37 3.18 -1.38  0.115
H 1.83 3.66 -2.99  0.113
H 0.98 1.28 -2.02  0.103
H -0.22 2.36 -2.76  0.124
H -2.99 -0.61 1.28  0.113
H -2.81 -0.83 -0.47  0.095
H -5.26 -0.34 0.56  0.116
H -4.77 0.48 -0.93  0.119
H -4.55 1.59 1.91  0.109
H -5.36 2.37 0.54  0.108
H -2.77 2.99 1.14  0.104
H -3.27 2.85 -0.55  0.115
N 2.23 -2.06 -0.26  0.042
C 2.70 -2.42 -1.59  -0.302
C 3.90 -3.11 -1.75  -0.033
C 4.37 -3.36 -3.03  -0.047
C 3.66 -2.93 -4.14  -0.249
C 2.44 -2.28 -3.97  -0.040
C 1.96 -2.02 -2.69  -0.031
S 4.35 -3.12 -5.79  0.394
O 5.28 -4.23 -5.66  -0.370
O 3.20 -3.38 -6.63  -0.365
O 4.99 -1.83 -6.01  -0.364
H 2.67 -2.64 0.45  0.102
H 2.54 -1.11 -0.06  0.106
H 4.46 -3.42 -0.88  0.108
H 5.30 -3.89 -3.19  0.112
H 1.89 -1.98 -4.85  0.117
H 1.02 -1.50 -2.55  0.102

As for the HOMO energy: -5.7 eV. As for the spin multiplicity: 1. Its total charge is -1. The value obtained for the orbital gap is 0.273 Eh. The calculation puts the maximum force at 0.33 eV/Å.



Entry 3:
An isolated molecule of C20H31N3O, computed with ωB97M-V/def2-TZVPD.

Last column: Löwdin charge in e.
Cartesian coordinates (Å):
C -2.52 4.49 -1.64  -0.074
H -2.22 3.70 -2.32  0.066
H -3.59 4.43 -1.48  0.079
H -2.30 5.45 -2.11  0.075
C -1.77 4.35 -0.32  -0.419
C -2.23 5.40 0.68  -0.083
H -2.07 6.40 0.28  0.075
H -3.28 5.28 0.90  0.078
H -1.67 5.32 1.61  0.072
C -1.98 2.94 0.25  -0.186
N -1.46 1.94 -0.66  -0.144
C -0.05 1.64 -0.48  -0.139
C 0.21 0.69 0.70  -0.150
N -0.53 -0.55 0.49  -0.181
C -1.95 -0.27 0.37  -0.133
H -2.33 0.18 1.30  0.131
C -2.24 0.71 -0.78  -0.276
C -2.09 0.14 -2.21  -0.110
H -1.58 0.90 -2.81  0.115
H -3.08 -0.01 -2.63  0.110
C -1.34 -1.19 -2.41  -0.279
O 0.03 -1.15 -2.15  -0.091
H 0.13 -1.03 -1.19  0.042
H -1.44 -1.47 -3.46  0.117
H -1.82 -1.98 -1.81  0.106
H -3.29 1.00 -0.68  0.137
H -2.48 -1.20 0.20  0.122
C -0.26 -1.53 1.54  -0.136
C 1.15 -2.01 1.49  -0.166
C 2.19 -1.63 2.29  -0.024
N 3.34 -2.28 1.94  -0.106
C 3.06 -3.11 0.89  -0.179
C 3.88 -3.98 0.19  -0.020
C 3.31 -4.71 -0.84  -0.096
C 1.96 -4.58 -1.16  -0.090
C 1.14 -3.72 -0.47  -0.022
C 1.68 -2.97 0.57  -0.118
H 0.09 -3.63 -0.72  0.106
H 1.56 -5.17 -1.97  0.099
H 3.92 -5.40 -1.40  0.098
H 4.93 -4.09 0.43  0.103
C 4.62 -2.14 2.56  -0.026
H 4.96 -3.09 2.98  0.095
H 4.55 -1.41 3.37  0.089
H 5.36 -1.79 1.84  0.095
H 2.19 -0.93 3.11  0.129
H -0.93 -2.37 1.38  0.128
H -0.47 -1.10 2.54  0.129
H -0.09 1.17 1.65  0.122
H 1.27 0.46 0.75  0.122
H 0.32 1.17 -1.39  0.118
H 0.49 2.57 -0.32  0.121
H -3.05 2.78 0.38  0.126
H -1.51 2.89 1.24  0.116
H -0.70 4.49 -0.52  0.127

As for the HOMO energy: -7.8 eV. The SMILES is CC(C)CN1CCN(Cc2cn(C)c3ccccc23)C[C@@H]1CCO. As for the spin multiplicity: 1. The value obtained for the orbital gap is 0.314 Eh. The calculation puts the maximum force at 0.55 eV/Å. Its energy above the lowest of the compared OMol25 structures with the same formula, charge and spin is 25.9 kcal per mole.



Entry 4:
An isolated molecule of C20H31N3O3, computed with ωB97M-V/def2-TZVPD.

Last column: Löwdin charge in e.
Cartesian coordinates (Å):
C -1.16 -1.68 0.64  -0.072
H -1.45 -1.31 1.62  0.086
H -0.68 -2.65 0.77  0.073
H -0.45 -0.99 0.20  0.045
C -2.38 -1.80 -0.26  -0.414
C -3.42 -2.74 0.35  -0.079
H -4.29 -2.84 -0.30  0.075
H -3.00 -3.73 0.52  0.076
H -3.76 -2.35 1.31  0.080
H -2.06 -2.24 -1.22  0.123
C -3.01 -0.43 -0.51  -0.189
N -2.12 0.54 -1.12  -0.157
C -2.54 1.93 -0.89  -0.174
H -3.46 1.94 -0.28  0.123
C -1.48 2.76 -0.17  -0.408
C -1.94 4.21 -0.07  -0.074
H -2.10 4.63 -1.06  0.075
H -1.20 4.82 0.44  0.077
H -2.88 4.28 0.49  0.077
C -1.20 2.20 1.22  -0.066
H -0.91 1.15 1.14  0.046
H -0.39 2.75 1.70  0.078
H -2.08 2.27 1.85  0.081
H -0.55 2.74 -0.75  0.104
H -2.79 2.41 -1.84  0.120
C -1.90 0.26 -2.53  -0.179
H -2.80 0.50 -3.13  0.127
C -0.72 1.01 -3.14  -0.145
N 0.54 0.59 -2.58  0.092
C 1.46 1.44 -2.11  -0.497
O 1.33 2.65 -2.12  0.050
C 2.71 0.76 -1.56  -0.009
C 2.44 -0.06 -0.30  -0.194
C 2.10 -1.52 -0.61  -0.411
O 1.63 -1.88 -1.67  0.068
N 2.32 -2.37 0.41  0.173
C 2.96 -2.00 1.59  -0.165
C 3.02 -2.85 2.69  -0.021
C 3.74 -2.47 3.81  -0.092
C 4.40 -1.26 3.84  -0.086
C 4.34 -0.40 2.75  0.006
C 3.61 -0.76 1.63  -0.202
O 3.57 0.07 0.55  0.027
H 4.85 0.55 2.75  0.121
H 4.97 -0.97 4.71  0.104
H 3.78 -3.14 4.66  0.102
H 2.52 -3.81 2.65  0.113
H 2.05 -3.34 0.28  0.167
H 1.56 0.37 0.23  0.169
H 3.15 0.12 -2.33  0.133
H 3.43 1.54 -1.30  0.133
H 0.73 -0.41 -2.52  0.108
H -0.80 2.09 -2.97  0.112
H -0.72 0.82 -4.22  0.126
H -1.71 -0.81 -2.63  0.111
H -3.93 -0.56 -1.11  0.129
H -3.31 -0.03 0.47  0.123

As for the HOMO energy: -8.5 eV. The SMILES is CC(C)CN(CCNC(=O)C[C@@H]1Oc2ccccc2NC1=O)CC(C)C. As for the spin multiplicity: 1. The value obtained for the orbital gap is 0.334 Eh. The calculation puts the maximum force at 0.63 eV/Å. Its energy above the lowest of the compared OMol25 structures with the same formula, charge and spin is 18.1 kcal per mole.